ORCA calculation (ωB97M-V/def2-TZVPD) on C47H39ClGdIN3OP2 as an isolated structure.

DFT total energy, eV: -115923.12997
Charge: +1
Spin multiplicity: 8
F_max, eV Å⁻¹: 1.4

```
95
Properties=species:S:1:pos:R:3:forces:R:3
C 6.05543 -2.50354 -0.06644 -0.1 0.0 -0.1
C -0.08205 -3.22821 1.72607 0.0 0.1 -0.3
H 0.30815 -0.05871 -4.55879 0.0 0.1 0.0
H -1.28359 6.57825 2.79011 0.0 -0.1 -0.1
H -5.42775 -2.72610 -0.33361 0.2 0.0 -0.1
C -4.22305 3.51837 -4.21222 0.0 -0.1 0.1
H -1.43170 -4.06606 -1.32381 -0.1 0.1 0.0
H 5.07579 -1.25516 1.37158 0.0 0.0 -0.1
C -0.20251 5.91328 1.05358 -0.1 -0.1 0.1
H 1.05231 -6.42071 1.55663 0.0 0.1 0.0
H 0.83091 4.98085 -0.56766 -0.1 0.0 0.1
C -3.45239 -1.69602 -0.49935 -0.6 -0.3 0.0
H 6.80472 -3.72706 -1.67313 -0.1 0.1 0.1
H 2.74698 -2.74120 1.90404 0.1 0.0 0.0
C -4.47146 4.26492 -3.06092 0.0 -0.1 0.0
H -4.78225 -0.04719 -0.16564 -0.1 0.1 0.0
H 1.29096 -3.20568 -1.25253 0.0 0.0 -0.1
C -3.36782 1.72095 -2.84067 -0.2 0.1 0.0
Gd -0.71458 -0.57746 0.14507 0.2 0.0 -0.4
C 0.12400 0.86100 -4.01597 -0.2 0.2 0.1
N -2.17870 -2.12526 -0.83339 -0.2 -0.9 -0.1
C -0.41583 3.19795 -2.58919 0.0 0.0 -0.1
C -4.36420 -2.78262 -0.54015 0.4 0.5 0.0
H -1.15221 2.34481 2.18641 0.0 -0.1 0.0
H -4.46285 3.92428 -5.18926 0.0 0.0 0.1
C -3.73405 -0.32476 -0.26262 1.0 0.6 -0.2
C -0.77263 -2.30201 2.56605 -0.3 1.2 -0.5
C 5.00044 -1.72698 0.39704 0.0 -0.1 0.0
H 2.51301 3.11439 -0.86608 0.2 0.1 -0.1
C 3.24992 1.18360 -0.19231 0.0 0.1 -0.1
C 3.84826 -1.56802 -0.37989 0.1 0.1 -0.1
C 3.79043 -2.18205 -1.62853 0.0 0.0 -0.2
H -1.04825 4.00975 -4.46804 0.0 -0.1 0.1
C -0.88511 3.34228 1.86194 0.0 0.2 0.1
H 2.91831 -2.03140 -2.26168 0.1 0.0 0.1
H 4.78360 -3.42299 -3.07620 0.0 0.0 0.1
C 2.42149 -0.61187 1.91501 0.0 -0.1 0.0
P 0.50354 2.05682 -0.13643 0.1 0.0 0.1
C -0.13690 3.52230 0.69909 0.0 0.3 0.0
C -3.61482 2.46204 -1.68963 0.0 0.0 0.0
C 0.09927 2.09157 -1.91453 0.0 0.1 -0.2
C -1.29683 4.43794 2.61690 0.0 -0.1 -0.1
C -1.01402 -4.08635 4.19655 -0.3 0.5 0.2
H 1.67987 1.17911 4.70838 0.0 -0.1 0.0
C 2.31687 -2.04218 3.87562 0.0 0.1 0.0
H 3.66747 1.12494 -1.19646 0.0 0.0 -0.1
H -4.90405 5.25733 -3.13781 0.0 -0.1 0.0
C -0.63739 3.14317 -3.95963 0.1 0.0 0.0
C -3.62363 -3.90456 -0.91031 0.4 0.2 0.1
C -4.17239 3.73556 -1.81311 0.0 0.1 -0.1
C 5.97755 -3.12474 -1.31258 0.0 0.1 0.1
C 1.27725 -4.93037 0.05306 0.1 0.1 -0.2
P 2.48260 -0.45242 0.09080 -0.1 -0.3 0.4
C -0.33058 -4.95243 3.41730 0.2 -0.2 -0.3
C 1.99822 -0.94756 4.67452 0.0 0.0 0.0
H 1.81787 -1.07920 5.73726 0.0 0.0 -0.1
H -4.10984 2.13081 0.38050 -0.1 0.0 0.0
H 4.09134 1.26664 0.49217 0.1 0.1 0.0
C -0.96088 5.72138 2.20680 0.0 0.0 0.0
H -0.52558 1.95491 -5.74603 0.0 0.0 0.1
H 0.69561 0.02233 -2.15429 0.3 -0.1 0.1
H -1.38028 -4.40815 5.16405 0.0 0.1 -0.1
C 4.84701 -2.95885 -2.09856 -0.1 0.1 0.1
C 0.33037 0.91424 -2.64092 -0.1 0.3 -0.2
H 1.82285 -5.55914 -0.63848 0.0 0.0 0.0
O -0.94452 -1.01532 2.15449 0.2 -1.2 0.6
H 6.94231 -2.62221 0.54647 -0.1 0.0 -0.1
H -1.87676 4.28247 3.52155 0.1 0.0 -0.1
N 0.34816 -2.78511 0.50073 -0.3 0.0 0.6
C -0.34989 1.98639 -4.67646 0.0 0.0 0.0
C 0.21090 4.81812 0.30906 0.1 0.1 0.0
C 2.31781 2.40015 -0.07195 0.0 -0.2 -0.1
Cl -0.05238 -6.56829 3.98112 0.0 0.0 -0.1
C -3.25651 1.98921 -0.28857 0.0 -0.2 0.0
C 0.14486 -4.54709 2.14058 0.1 -0.4 0.0
N -2.79420 0.60747 -0.22125 -0.9 -1.0 -0.3
C 1.91905 0.31378 4.10001 0.0 -0.1 0.0
C 2.52277 -1.87232 2.51285 0.0 -0.1 0.0
H -0.67723 4.10084 -2.05027 0.1 -0.1 0.0
C 0.98811 -3.59989 -0.29185 0.1 -0.3 0.0
H -2.46786 2.63056 0.09364 0.0 0.1 0.0
H -4.37201 4.32349 -0.91772 0.0 -0.1 -0.1
C 2.13824 0.47656 2.73610 -0.2 0.0 0.2
C -1.25247 -2.75586 3.75987 0.1 -0.4 0.5
H -3.98093 -4.91823 -1.05292 0.1 0.2 0.0
H 2.49210 2.92148 0.86362 0.0 0.1 0.2
I -2.26273 -1.49142 5.04721 0.0 0.2 0.0
H 2.05178 1.46954 2.32770 0.0 0.2 -0.1
H -2.92864 0.73398 -2.77193 0.0 0.0 0.0
H 0.07498 6.91429 0.74062 0.0 -0.1 0.0
C -3.67297 2.24871 -4.09714 -0.1 0.0 0.2
H 2.39355 -3.03403 4.31185 0.0 0.1 -0.1
H -3.47641 1.65911 -4.98819 0.0 0.1 0.1
C 0.85173 -5.39716 1.25918 0.0 -0.2 0.2
C -2.29306 -3.46794 -1.05802 -0.4 0.7 0.1
```
Positions in Å, forces in eV/Å.